# 1
Formula: CH5ClN2
Source: the Open Molecules 2025 dataset
Level of theory: ωB97M-V/def2-TZVPD

As for the HOMO-LUMO gap (alpha / beta): 7.6 / 7.6 eV. Its energy above the lowest of the compared OMol25 structures with the same formula, charge and spin is 60.26 kcal per mole. Its lowest unoccupied orbital energy (alpha / beta) is -0.90 / -0.90 eV.

The geometry in ORCA input format:
```
! wB97M-V def2-TZVPD RIJCOSX def2/J DEFGRID3
* xyz 0 1
C -0.24336 1.01845 -0.13740
N -0.40626 -1.23580 0.10791
N 0.20451 -0.31643 -0.51548
Cl 2.58485 -0.27074 0.17705
H -0.88273 1.30344 -0.98403
H -0.61499 1.13556 0.79813
H 0.53575 1.68677 -0.35475
H -0.16299 -2.26192 -0.06904
H -1.01480 -1.05934 0.97761
*
```

***

# 2
Formula: C21H24FeNO2
Source: the Open Molecules 2025 dataset
Level of theory: ωB97M-V/def2-TZVPD

As for the HOMO-LUMO gap (alpha / beta): 4.0 / 5.5 eV. The expectation value of S² is 6.132. Its lowest unoccupied orbital energy (alpha / beta) is 2.67 / 2.67 eV.

The geometry in ORCA input format:
```
! wB97M-V def2-TZVPD RIJCOSX def2/J DEFGRID3
* xyz -1 5
C 4.06416 -1.00360 1.51395
C 2.79526 -1.70758 1.62297
C 2.29647 -1.52709 2.97668
C 3.25528 -0.71054 3.70411
C 4.34973 -0.38843 2.80109
Fe 2.62079 0.21144 2.08141
C 2.42987 2.13085 2.56446
C 2.96218 1.96598 1.22126
C 2.04517 1.14821 0.46708
C 0.89207 0.81498 1.32413
C -0.20877 -0.03584 0.97671
C -1.48418 0.07974 1.60373
C -2.39575 -1.01368 1.58687
C -3.69184 -0.86710 2.06127
C -4.12754 0.36665 2.56278
C -3.23798 1.44585 2.63604
C -1.93196 1.30849 2.18498
C 1.17436 1.42954 2.63963
H 4.72234 -1.01510 0.64682
H 2.35462 -2.34676 0.85980
H 1.40879 -1.99986 3.39467
H 3.20031 -0.45666 4.76097
H 5.25824 0.15109 3.06195
H 2.86790 2.73697 3.35454
H 3.86267 2.43261 0.83083
H 2.08395 0.89218 -0.58803
H 0.02198 -0.92582 0.38245
H -2.04779 -1.96693 1.18090
H -4.37594 -1.71551 2.03309
H -5.15405 0.49103 2.90127
H -3.56006 2.40521 3.04071
H -1.24418 2.15548 2.22074
H 0.47223 1.40528 3.46940
C -1.76891 0.46730 -6.75409
C -1.47817 -0.72336 -5.87683
O -1.76503 -0.29499 -4.51578
C -1.28014 -1.13164 -3.58740
C -1.61395 -0.64603 -2.18603
N -0.51925 0.16839 -1.77744
O -0.62937 -2.12960 -3.80745
H -1.64900 0.18103 -7.80215
H -2.79203 0.83462 -6.60400
H -1.06686 1.28423 -6.54051
H -2.13599 -1.57209 -6.10861
H -0.42923 -1.03178 -5.95379
H -2.56218 -0.09735 -2.24244
H -1.70048 -1.56019 -1.58393
H -0.66020 0.68038 -0.91855
H 0.37240 -0.31999 -1.82024
*
```

***

# 3
Formula: C25H19BrCrINS4
Source: the Open Molecules 2025 dataset
Level of theory: ωB97M-V/def2-TZVPD

As for the HOMO-LUMO gap (alpha / beta): 6.1 / 7.1 eV. The expectation value of S² is 3.904. Its lowest unoccupied orbital energy (alpha / beta) is -4.51 / -3.55 eV.

The geometry in ORCA input format:
```
! wB97M-V def2-TZVPD RIJCOSX def2/J DEFGRID3
* xyz 1 4
Cr 8.44777 -12.85845 -1.46838
S 7.57320 -11.75350 0.37104
C 6.27434 -12.87296 0.56931
C 5.94208 -13.31405 1.86984
C 5.06684 -14.38734 1.99781
C 4.40451 -14.90634 0.88578
C 4.60784 -14.36327 -0.40310
C 5.57118 -13.39450 -0.57133
S 6.11723 -12.75835 -2.15169
C 6.27009 -14.05938 -3.43591
C 7.57746 -13.90138 -4.16620
C 7.75010 -14.43030 -5.43764
C 9.00029 -14.27132 -6.08168
C 10.08998 -13.74533 -5.37808
C 9.91755 -13.37338 -4.04829
C 11.12109 -12.94158 -3.23137
S 10.79865 -12.85637 -1.43962
C 11.12289 -14.55397 -1.00817
C 12.46808 -14.87629 -0.91197
C 12.85630 -16.16168 -0.54308
C 11.87668 -17.14180 -0.36235
C 10.52020 -16.84433 -0.50837
C 10.11422 -15.53134 -0.80027
S 8.43110 -15.09477 -0.75519
N 8.64459 -13.30191 -3.56798
H 6.42159 -12.86612 2.73952
H 4.88764 -14.86314 2.97823
H 3.72054 -15.75647 0.99250
H 4.05555 -14.68916 -1.26410
H 5.42531 -13.95921 -4.09422
H 6.21864 -15.04977 -2.91227
H 6.96094 -14.97850 -5.94926
H 9.13921 -14.61627 -7.11094
H 11.06097 -13.65893 -5.89465
H 11.37152 -11.91001 -3.50733
H 12.01546 -13.52500 -3.50381
H 13.19316 -14.04891 -1.08313
H 13.92472 -16.37007 -0.45947
H 12.18029 -18.14172 -0.03456
H 9.72816 -17.55576 -0.28236
Br 9.47223 -16.71951 3.00934
C 11.16601 -16.10245 3.57870
C 11.99336 -17.05620 4.20380
C 13.21597 -16.68216 4.69056
C 13.66687 -15.35201 4.56949
C 12.86180 -14.40931 3.92077
C 11.61165 -14.77659 3.40501
I 10.48170 -13.32546 2.42678
H 11.64271 -18.08364 4.25838
H 13.84735 -17.40803 5.20265
H 14.64213 -15.03268 4.97636
H 13.21403 -13.37923 3.90036
*
```

***

# 4
Formula: C3H6FNO3
Source: the Open Molecules 2025 dataset
Level of theory: ωB97M-V/def2-TZVPD

As for the HOMO-LUMO gap: 10.0 eV. Its SMILES is C=C(F)CO.O=NO. Its energy above the lowest of the compared OMol25 structures with the same formula, charge and spin is 87.11 kcal per mole. Its lowest unoccupied orbital energy is 0.40 eV.

The geometry in ORCA input format:
```
! wB97M-V def2-TZVPD RIJCOSX def2/J DEFGRID3
* xyz 0 1
C 1.20388 1.60646 0.55564
C 1.24955 0.28358 0.76014
F 1.27254 -0.23044 1.93549
C 0.77863 -0.72211 -0.19477
O 0.49014 -0.22971 -1.46084
H 0.89545 2.07245 -0.37364
H 1.23742 2.20517 1.49431
H -0.21979 -1.21259 0.21255
H 1.51827 -1.58275 -0.09348
H 1.12445 -0.06412 -2.12289
O -3.19571 -0.31758 1.05186
N -2.27147 -0.18971 0.37497
O -2.42774 -0.91370 -0.83641
H -1.65563 -0.70495 -1.30293
*
```

***

# 5
Formula: C5H10O
Source: the Open Molecules 2025 dataset
Level of theory: ωB97M-V/def2-TZVPD

As for the HOMO-LUMO gap: 10.3 eV. Its SMILES is CC1=CC1.CO. Its energy above the lowest of the compared OMol25 structures with the same formula, charge and spin is 71.29 kcal per mole. Its lowest unoccupied orbital energy is 1.00 eV.

The geometry in ORCA input format:
```
! wB97M-V def2-TZVPD RIJCOSX def2/J DEFGRID3
* xyz 0 1
C -0.78859 1.55168 -0.09429
C -1.21056 0.14323 -0.25211
C -1.23958 -0.98747 -0.88538
C -1.98530 -0.95726 0.41865
H -1.66378 2.20901 -0.04533
H -0.23099 1.65574 0.84212
H -0.15118 1.87811 -0.92128
H -0.97826 -1.58834 -1.74349
H -1.56883 -1.45095 1.30284
H -3.07869 -0.92317 0.42136
C 2.46500 -0.08818 0.07087
O 1.49380 -0.51410 1.00002
H 3.06137 -0.92226 -0.32719
H 2.02338 0.45467 -0.77839
H 3.14034 0.59101 0.59659
H 0.78751 -0.94213 0.49789
*
```

***

# 6
Formula: C8H6Cl2Si
Source: the Open Molecules 2025 dataset
Level of theory: ωB97M-V/def2-TZVPD

As for the HOMO-LUMO gap: 9.0 eV. Its energy above the lowest of the compared OMol25 structures with the same formula, charge and spin is 0.00 kcal per mole. Its lowest unoccupied orbital energy is 0.30 eV.

The geometry in ORCA input format:
```
! wB97M-V def2-TZVPD RIJCOSX def2/J DEFGRID3
* xyz 0 1
C 1.38466 -1.73667 0.90043
C 1.59605 -1.68974 -0.46755
C 0.47888 -0.86994 1.47925
C 0.91159 -0.76541 -1.24151
C -0.21348 0.06546 0.71548
C 0.00554 0.12029 -0.67242
C -1.13857 0.98296 1.38377
C -1.75258 1.96136 0.75506
Si -0.92652 1.41777 -1.67868
Cl 0.18065 2.72944 -2.73345
Cl -2.44174 0.72975 -2.81798
H 1.93222 -2.43711 1.51435
H 2.28941 -2.37526 -0.93203
H 0.31981 -0.89436 2.54861
H 1.08736 -0.74500 -2.30890
H -1.27398 0.80895 2.44868
H -2.43931 2.69750 1.10690
*
```